(1)
{"formula": "C4H10O2", "method": "ωB97M-V/def2-TZVPD", "gap_ev": 9.18, "de_lowest_kj_mol": 368.0, "total_energy_ev": -8401.7328, "max_force_ev_per_a": 0.4, "lumo_ev": 0.717, "symbols": ["C", "C", "C", "O", "C", "O", "H", "H", "H", "H", "H", "H", "H", "H", "H", "H"], "positions_angstrom": [[-1.70390, -0.55360, 0.03071], [-0.25030, -0.13988, 0.12755], [0.76354, -0.90655, -0.49032], [1.18631, 0.51327, -1.70887], [0.15535, 0.63648, 1.37189], [1.49235, 1.09275, 1.30942], [-1.91999, -1.04001, -0.92719], [-1.98828, -1.25352, 0.82828], [-2.36651, 0.31591, 0.11414], [0.16749, 0.61505, -0.96940], [0.50679, -1.69805, -1.19054], [1.76748, -0.93645, -0.08010], [1.01456, 0.36732, -2.65512], [-0.54927, 1.47137, 1.52388], [0.10193, 0.01158, 2.27394], [1.62244, 1.50435, 0.44174]], "nbo_charge": [-0.604, -0.415, -0.044, -0.949, -0.052, -0.721, 0.211, 0.203, 0.213, 0.445, 0.205, 0.230, 0.474, 0.159, 0.171, 0.475]}


(2)
{"formula": "C6H10F3NO", "method": "ωB97M-V/def2-TZVPD", "gap_ev": 10.06, "de_lowest_kj_mol": 58.2, "total_energy_ev": -18073.6131, "max_force_ev_per_a": 4.9, "lumo_ev": 0.801, "symbols": ["C", "N", "C", "C", "C", "C", "O", "C", "F", "F", "F", "H", "H", "H", "H", "H", "H", "H", "H", "H", "H"], "positions_angstrom": [[1.82010, -1.05232, -0.34474], [0.34213, -0.95533, -0.61317], [-0.38976, -0.16976, 0.23690], [-0.25089, -0.44846, 1.81314], [0.06873, 1.33802, 0.05082], [0.21773, 1.71741, -1.32400], [0.26681, 2.00043, 1.03372], [-1.83712, -0.32666, -0.05519], [-2.06758, -0.16872, -1.40316], [-2.61860, 0.54802, 0.55192], [-2.34904, -1.52140, 0.24427], [2.29115, -1.76765, -1.09134], [2.20650, -0.00713, -0.45322], [2.08402, -1.29852, 0.64719], [0.08899, -1.93256, -0.77446], [0.18062, 0.33463, 2.34846], [-1.22745, -0.66551, 2.23081], [0.37834, -1.24634, 1.87071], [0.20152, 0.89066, -1.97434], [1.16151, 2.30510, -1.41216], [-0.56772, 2.42607, -1.58215]], "nbo_charge": [-0.416, -0.633, -0.085, -0.621, 0.621, -0.755, -0.520, 0.985, -0.344, -0.311, -0.323, 0.216, 0.190, 0.183, 0.388, 0.243, 0.220, 0.199, 0.257, 0.245, 0.262]}


(3)
{"formula": "C5H12I2N", "method": "ωB97M-V/def2-TZVPD", "gap_ev": [7.54, 7.54], "de_lowest_kj_mol": 366.1, "total_energy_ev": -23060.5318, "max_force_ev_per_a": 5.2, "lumo_ev": [-4.404, -4.405], "total_charge": 1, "symbols": ["C", "C", "C", "C", "C", "N", "I", "I", "H", "H", "H", "H", "H", "H", "H", "H", "H", "H", "H", "H"], "positions_angstrom": [[-2.54682, 0.30532, -1.49457], [1.34070, 1.96966, 0.63983], [-1.49490, 0.75729, -0.47149], [-0.74446, -0.47835, -0.28377], [1.49623, 0.41163, 0.49000], [2.05753, -0.31976, 1.68290], [-1.14058, -1.76274, 1.29227], [2.74449, 0.02426, -1.21999], [-3.17937, 1.17622, -1.86661], [-3.23789, -0.52665, -1.43343], [-2.05994, 0.09600, -2.49318], [0.56966, 2.06330, 1.44962], [2.33706, 2.44099, 1.06106], [1.07928, 2.44975, -0.24476], [-1.97135, 1.29097, 0.40048], [-0.86010, 1.42296, -0.99354], [-0.16826, -0.75851, -1.18971], [2.85798, 0.07209, 2.12455], [2.45278, -1.25382, 1.49265], [1.26016, -0.32950, 2.35142]], "nbo_charge": [-0.638, -0.689, -0.548, -0.140, -0.120, -0.755, 0.288, 0.139, 0.255, 0.246, 0.224, 0.219, 0.226, 0.248, 0.248, 0.244, 0.231, 0.424, 0.456, 0.444]}